[1]
Below is 12 unconnected molecules or ions with the total composition C44H62N10O2S2 at a distorted geometry, with properties calculated with ωB97M-V with the def2-TZVPD basis set.

Bonds (Å) are listed after each position.
Atoms and positions in Å:
1 C 2.34713 0.68084 4.40210  S2 1.809, H5 1.084, H6 1.087, H7 1.090
2 S 1.50754 0.67517 2.80023  C1 1.809, O3 1.497, C4 1.815
3 O 0.09535 0.41192 3.22315  S2 1.497
4 C 1.72580 2.44035 2.43884  S2 1.815, H8 1.088, H9 1.088, H10 1.084
5 H 2.66701 -0.32160 4.66359  C1 1.084
6 H 1.60242 1.04726 5.10421  C1 1.087
7 H 3.20519 1.35057 4.35092  C1 1.090
8 H 1.12083 2.64495 1.55831  C4 1.088
9 H 2.77812 2.52209 2.17360  C4 1.088
10 H 1.43962 3.04599 3.29132  C4 1.084
11 C -1.17996 -0.00213 0.42486  S12 1.808, H15 1.079, H16 1.095, H17 1.094
12 S 0.04195 -0.89828 -0.56153  C11 1.808, O13 1.493, C14 1.797
13 O -0.76961 -1.41137 -1.70442  S12 1.493
14 C 0.75150 0.64244 -1.15567  S12 1.797, H18 1.094, H19 1.093, H20 1.095
15 H -0.83329 0.80146 1.05584  C11 1.079
16 H -1.73511 -0.70855 1.05033  C11 1.095
17 H -1.90788 0.31324 -0.32831  C11 1.094
18 H 0.00987 1.29716 -1.62161  C14 1.094
19 H 1.51286 0.41570 -1.90614  C14 1.093
20 H 1.23224 1.26413 -0.39376  C14 1.095
21 N -1.43307 0.15628 -3.80631  C22 1.370, C25 1.365, H26 1.023
22 C -2.67124 0.60685 -4.18163  N21 1.370, C23 1.363, H27 1.078
23 C -2.51446 1.79419 -4.83318  C22 1.363, C24 1.430, H28 1.077
24 C -1.11664 2.09386 -4.81117  C23 1.430, C25 1.373, H29 1.078
25 C -0.47358 1.03170 -4.22537  N21 1.365, C24 1.373, H30 1.078
26 H -1.20115 -0.75206 -3.39710  N21 1.023
27 H -3.52698 -0.01516 -3.97413  C22 1.078
28 H -3.27132 2.49445 -5.14462  C23 1.077
29 H -0.61407 2.94019 -5.25041  C24 1.078
30 H 0.56302 0.74615 -4.15027  C25 1.078
31 N -3.03689 2.39994 -1.45479  C32 1.368, C35 1.372, H36 1.007
32 C -2.56337 3.60402 -1.01142  N31 1.368, C33 1.371, H37 1.070
33 C -3.27008 3.96517 0.10611  C32 1.371, C34 1.428, H38 1.077
34 C -4.24192 2.94324 0.32859  C33 1.428, C35 1.367, H39 1.077
35 C -4.06971 2.00031 -0.64536  N31 1.372, C34 1.367, H40 1.077
36 H -2.64455 1.80837 -2.16862  N31 1.007
37 H -1.70849 4.05123 -1.47344  C32 1.070
38 H -3.06756 4.80137 0.75413  C33 1.077
39 H -5.01819 2.86649 1.07098  C34 1.077
40 H -4.56918 1.04819 -0.71460  C35 1.077
41 N 0.57536 -4.37773 4.26674  C42 1.368, C45 1.382, H46 0.996
42 C 0.50802 -5.43803 3.40461  N41 1.368, C43 1.381, H47 1.078
43 C 0.44432 -4.94480 2.11602  C42 1.381, C44 1.433, H48 1.077
44 C 0.50864 -3.51818 2.23637  C43 1.433, C45 1.366, H49 1.078
45 C 0.65921 -3.19566 3.55561  N41 1.382, C44 1.366, H50 1.076
46 H 0.45103 -4.46770 5.25095  N41 0.996
47 H 0.54894 -6.46519 3.72994  C42 1.078
48 H 0.31302 -5.58726 1.26226  C43 1.077
49 H 0.50787 -2.87605 1.37045  C44 1.078
50 H 0.55306 -2.23420 4.02744  C45 1.076
51 N -1.91497 2.12373 4.16566  C52 1.355, C55 1.356, H56 1.027
52 C -1.51485 2.99399 5.12386  N51 1.355, C53 1.355, H57 1.079
53 C -2.58364 3.72227 5.52736  C52 1.355, C54 1.425, H58 1.075
54 C -3.72420 3.16406 4.87977  C53 1.425, C55 1.353, H59 1.075
55 C -3.26528 2.19147 4.05912  N51 1.356, C54 1.353, H60 1.079
56 H -1.30879 1.43921 3.69700  N51 1.027
57 H -0.47060 3.03305 5.39287  C52 1.079
58 H -2.62272 4.49856 6.26986  C53 1.075
59 H -4.73876 3.50533 4.98036  C54 1.075
60 H -3.88582 1.50272 3.50708  C55 1.079
61 N 4.84865 0.11116 -2.93501  C62 1.369, C65 1.359, H66 1.016
62 C 5.67441 1.08408 -3.43035  N61 1.369, C63 1.379, H67 1.075
63 C 5.28622 1.29777 -4.73599  C62 1.379, C64 1.422, H68 1.080
64 C 4.13395 0.50958 -5.00386  C63 1.422, C65 1.373, H69 1.074
65 C 3.93768 -0.24979 -3.87717  N61 1.359, C64 1.373, H70 1.078
66 H 4.91637 -0.20884 -1.97361  N61 1.016
67 H 6.50693 1.45306 -2.85995  C62 1.075
68 H 5.76906 1.96613 -5.43278  C63 1.080
69 H 3.69880 0.43810 -5.98295  C64 1.074
70 H 3.13572 -0.92997 -3.63775  C65 1.078
71 N -4.01911 -3.61873 3.65564  C72 1.381, C75 1.370, H76 0.996
72 C -4.94765 -2.71355 4.13113  N71 1.381, C73 1.372, H77 1.077
73 C -4.40438 -1.45599 4.06466  C72 1.372, C74 1.433, H78 1.077
74 C -3.09561 -1.59196 3.49721  C73 1.433, C75 1.374, H79 1.078
75 C -2.91842 -2.92677 3.22496  N71 1.370, C74 1.374, H80 1.080
76 H -4.20161 -4.58190 3.48094  N71 0.996
77 H -5.96942 -3.01554 4.28889  C72 1.077
78 H -4.96650 -0.60014 4.39698  C73 1.077
79 H -2.39241 -0.80261 3.28471  C74 1.078
80 H -2.01964 -3.38287 2.83639  C75 1.080
81 N 2.60483 -3.75678 -3.57828  C82 1.384, C85 1.382, H86 0.999
82 C 3.55219 -4.72820 -3.30471  N81 1.384, C83 1.380, H87 1.073
83 C 3.31498 -5.15906 -2.01556  C82 1.380, C84 1.436, H88 1.080
84 C 2.17073 -4.45880 -1.50311  C83 1.436, C85 1.383, H89 1.076
85 C 1.74732 -3.60481 -2.50463  N81 1.382, C84 1.383, H90 1.079
86 H 2.56156 -3.15312 -4.37270  N81 0.999
87 H 4.22490 -4.99853 -4.09555  C82 1.073
88 H 3.82655 -5.91995 -1.44563  C83 1.080
89 H 1.80477 -4.54315 -0.49460  C84 1.076
90 H 0.97411 -2.85241 -2.52198  C85 1.079
91 N 3.31966 3.43946 -2.64645  C92 1.400, C95 1.362, H96 1.005
92 C 2.18627 3.24232 -3.44468  N91 1.400, C93 1.385, H97 1.074
93 C 1.45644 4.41883 -3.41706  C92 1.385, C94 1.431, H98 1.078
94 C 2.09318 5.29128 -2.47912  C93 1.431, C95 1.408, H99 1.076
95 C 3.25794 4.64764 -2.02002  N91 1.362, C94 1.408, H100 1.076
96 H 4.14397 2.86470 -2.63686  N91 1.005
97 H 2.13538 2.41879 -4.13282  C92 1.074
98 H 0.52004 4.63381 -3.90611  C93 1.078
99 H 1.72922 6.23323 -2.10622  C94 1.076
100 H 4.07592 5.00692 -1.42099  C95 1.076
101 N -4.35212 -1.88592 0.16203  C102 1.356, C105 1.366, H106 0.998
102 C -5.52332 -1.60697 0.78557  N101 1.356, C103 1.355, H107 1.077
103 C -6.32314 -0.95727 -0.09463  C102 1.355, C104 1.431, H108 1.074
104 C -5.54164 -0.70978 -1.26793  C103 1.431, C105 1.345, H109 1.077
105 C -4.34070 -1.28059 -1.06251  N101 1.366, C104 1.345, H110 1.078
106 H -3.63273 -2.46897 0.53322  N101 0.998
107 H -5.77406 -1.92749 1.78260  C102 1.077
108 H -7.34571 -0.67270 0.07081  C103 1.074
109 H -5.92013 -0.23343 -2.15655  C104 1.077
110 H -3.47693 -1.39416 -1.69810  C105 1.078
111 N 5.55082 -0.07095 0.23233  C112 1.382, C115 1.380, H116 0.998
112 C 4.21400 0.12245 0.52300  N111 1.382, C113 1.367, H117 1.071
113 C 3.55573 -1.03705 0.22087  C112 1.367, C114 1.428, H118 1.080
114 C 4.52017 -1.97938 -0.25035  C113 1.428, C115 1.365, H119 1.076
115 C 5.72582 -1.34053 -0.27842  N111 1.380, C114 1.365, H120 1.079
116 H 6.28091 0.60391 0.31511  N111 0.998
117 H 3.88727 1.01926 1.00865  C112 1.071
118 H 2.52657 -1.19134 0.50979  C113 1.080
119 H 4.37631 -3.03629 -0.39184  C114 1.076
120 H 6.71795 -1.62196 -0.59529  C115 1.079

Values from the calculation:
Lowest unoccupied orbital energy ... -0.1 eV
Max |F| ... 0.0374 hartree/bohr
HOMO-LUMO gap ... 0.276 Ha
Highest occupied orbital energy ... -7.6 eV

=====

[2]
Below is 11 unconnected molecules or ions with the total composition C44H62N4O14 at a distorted geometry, with properties calculated with ωB97M-V with the def2-TZVPD basis set.

Bonds (Å) are listed after each position.
Atoms and positions in Å:
1 O -5.64102 5.38740 1.37246  C2 1.250
2 C -5.44580 4.31888 0.75310  O1 1.250, O3 1.339, C6 1.509
3 O -6.17567 3.21295 0.94910  C2 1.339, C4 1.435
4 C -5.62432 2.08350 0.25570  O3 1.435, C5 1.524, H7 1.090, H8 1.090
5 C -4.40773 2.55897 -0.53038  C4 1.524, C6 1.510, H9 1.090, H10 1.090
6 C -4.24544 3.99836 -0.10408  C2 1.509, C5 1.510, H11 1.090, H12 1.090
7 H -6.43750 1.62762 -0.30911  C4 1.090
8 H -5.37136 1.43182 1.09202  C4 1.090
9 H -4.53569 2.47051 -1.60922  C5 1.090
10 H -3.52878 2.07824 -0.10092  C5 1.090
11 H -4.30374 4.71233 -0.92562  C6 1.090
12 H -3.25439 4.10540 0.33692  C6 1.090
13 O 3.70998 0.77298 0.75167  C14 1.257
14 C 4.85321 0.95540 1.24097  O13 1.257, O15 1.357, C18 1.524
15 O 5.56997 2.02518 0.81374  C14 1.357, C16 1.427
16 C 6.93801 1.95947 1.21475  O15 1.427, C17 1.524, H19 1.090, H20 1.090
17 C 7.05577 0.66872 2.01617  C16 1.524, C18 1.556, H21 1.090, H22 1.090
18 C 5.65581 -0.00348 2.11171  C14 1.524, C17 1.556, H23 1.090, H24 1.090
19 H 7.00537 2.84306 1.84943  C16 1.090
20 H 7.57056 2.07739 0.33492  C16 1.090
21 H 7.48853 0.76896 3.01154  C17 1.090
22 H 7.70730 -0.00810 1.46344  C17 1.090
23 H 5.07535 0.02242 3.03394  C18 1.090
24 H 5.71197 -0.99960 1.67275  C18 1.090
25 O 3.18529 0.03279 4.25700  C26 1.189
26 C 2.30935 0.83603 4.24327  O25 1.189, O27 1.307, C30 1.533
27 O 1.45968 0.93814 5.23125  C26 1.307, C28 1.447
28 C 0.75262 2.19505 5.11887  O27 1.447, C29 1.507, H31 1.090, H32 1.090
29 C 0.81591 2.59101 3.66589  C28 1.507, C30 1.519, H33 1.090, H34 1.090
30 C 2.15692 2.00249 3.26085  C26 1.533, C29 1.519, H35 1.090, H36 1.090
31 H 1.22765 3.00152 5.67748  C28 1.090
32 H -0.28974 2.04074 5.39775  C28 1.090
33 H 0.92686 3.65703 3.46746  C29 1.090
34 H -0.03572 2.14026 3.15633  C29 1.090
35 H 2.97871 2.70394 3.40482  C30 1.090
36 H 2.12213 1.70280 2.21343  C30 1.090
37 O 4.06020 1.00864 -5.35059  C38 1.240
38 C 3.29563 0.76107 -4.40642  O37 1.240, O39 1.342, C42 1.523
39 O 3.60389 0.97119 -3.11685  C38 1.342, C40 1.410
40 C 2.48857 0.78357 -2.27418  O39 1.410, C41 1.503, H43 1.090, H44 1.090
41 C 1.31725 0.65187 -3.20714  C40 1.503, C42 1.522, H45 1.090, H46 1.090
42 C 1.90405 0.15148 -4.51879  C38 1.523, C41 1.522, H47 1.090, H48 1.090
43 H 2.37071 1.58656 -1.54657  C40 1.090
44 H 2.60436 -0.06319 -1.59763  C40 1.090
45 H 0.81595 1.61376 -3.31461  C41 1.090
46 H 0.56463 0.01430 -2.74329  C41 1.090
47 H 1.40746 0.59837 -5.38007  C42 1.090
48 H 1.94588 -0.93296 -4.62040  C42 1.090
49 O 4.20778 -5.97296 3.86885  C50 1.211
50 C 3.82258 -4.89738 3.46741  O49 1.211, O51 1.381, C54 1.543
51 O 2.83707 -4.22242 4.16097  C50 1.381, C52 1.422
52 C 2.29107 -3.17558 3.36843  O51 1.422, C53 1.489, H55 1.090, H56 1.090
53 C 3.41108 -2.78006 2.47029  C52 1.489, C54 1.538, H57 1.090, H58 1.090
54 C 4.16565 -4.09222 2.19625  C50 1.543, C53 1.538, H59 1.090, H60 1.090
55 H 2.00995 -2.29213 3.94166  C52 1.090
56 H 1.44930 -3.45058 2.73290  C52 1.090
57 H 4.00698 -1.99697 2.93908  C53 1.090
58 H 3.03954 -2.26808 1.58264  C53 1.090
59 H 5.23443 -3.94059 2.04514  C54 1.090
60 H 3.72663 -4.60950 1.34316  C54 1.090
61 O -1.16072 7.52051 -1.38953  C62 1.256
62 C -0.64957 6.44835 -0.98038  O61 1.256, O63 1.291, C66 1.548
63 O -0.97162 5.31635 -1.51075  C62 1.291, C64 1.486
64 C -0.43632 4.15251 -0.75683  O63 1.486, C65 1.555, H67 1.090, H68 1.090
65 C 0.03431 4.75917 0.59492  C64 1.555, C66 1.531, H69 1.090, H70 1.090
66 C 0.34524 6.19973 0.17963  C62 1.548, C65 1.531, H71 1.090, H72 1.090
67 H 0.35569 3.68612 -1.34276  C64 1.090
68 H -1.19412 3.39741 -0.54792  C64 1.090
69 H 0.93629 4.33739 1.03833  C65 1.090
70 H -0.71764 4.68179 1.38022  C65 1.090
71 H 1.30474 6.33129 -0.32052  C66 1.090
72 H 0.20474 7.00863 0.89660  C66 1.090
73 O -3.52278 -2.44056 1.38021  C74 1.225
74 C -2.76338 -1.94139 2.20220  O73 1.225, O75 1.363, C78 1.507
75 O -3.04694 -0.69104 2.66347  C74 1.363, C76 1.429
76 C -2.06331 -0.31974 3.63098  O75 1.429, C77 1.532, H79 1.090, H80 1.090
77 C -0.89040 -1.29251 3.47614  C76 1.532, C78 1.495, H81 1.090, H82 1.090
78 C -1.44461 -2.45556 2.71825  C74 1.507, C77 1.495, H83 1.090, H84 1.090
79 H -2.53350 -0.51475 4.59483  C76 1.090
80 H -1.81236 0.72883 3.47087  C76 1.090
81 H -0.34969 -1.52864 4.39265  C77 1.090
82 H -0.23814 -0.82383 2.73926  C77 1.090
83 H -1.48494 -3.45368 3.15441  C78 1.090
84 H -0.79696 -2.62444 1.85793  C78 1.090
85 N -5.52956 -1.63331 -0.39488  C86 1.349, C89 1.337, H90 1.010
86 C -5.03119 -1.12825 -1.54198  N85 1.349, C87 1.360, H91 1.080
87 C -6.06151 -0.68347 -2.31104  C86 1.360, C88 1.385, H92 1.080
88 C -7.24561 -1.08184 -1.71291  C87 1.385, C89 1.382, H93 1.080
89 C -6.86209 -1.62512 -0.50188  N85 1.337, C88 1.382, H94 1.080
90 H -4.95549 -2.07063 0.31174  N85 1.010
91 H -3.95744 -1.16522 -1.65193  C86 1.080
92 H -5.96431 -0.23841 -3.29026  C87 1.080
93 H -8.19581 -1.11129 -2.22541  C88 1.080
94 H -7.47285 -2.13171 0.23076  C89 1.080
95 N -1.56628 -1.56999 -6.17232  C96 1.347, C99 1.372, H100 1.010
96 C -1.80572 -1.77669 -4.86299  N95 1.347, C97 1.384, H101 1.080
97 C -3.14404 -2.08360 -4.68562  C96 1.384, C98 1.388, H102 1.080
98 C -3.71451 -2.10968 -5.95061  C97 1.388, C99 1.370, H103 1.080
99 C -2.73154 -1.80953 -6.85572  N95 1.372, C98 1.370, H104 1.080
100 H -0.67645 -1.51186 -6.64658  N95 1.010
101 H -1.12733 -1.60868 -4.03961  C96 1.080
102 H -3.66471 -2.29080 -3.76239  C97 1.080
103 H -4.74457 -2.32564 -6.19298  C98 1.080
104 H -2.72712 -1.62879 -7.92048  C99 1.080
105 N 0.94260 -0.41766 0.58989  C106 1.432, C109 1.331, H110 1.010
106 C 0.10493 0.73547 0.44857  N105 1.432, C107 1.420, H111 1.080
107 C -1.02828 0.29675 -0.28640  C106 1.420, C108 1.382, H112 1.080
108 C -0.80592 -1.01192 -0.67015  C107 1.382, C109 1.367, H113 1.080
109 C 0.35576 -1.41302 -0.07075  N105 1.331, C108 1.367, H114 1.080
110 H 1.85003 -0.48021 1.02893  N105 1.010
111 H 0.26190 1.65530 0.99235  C106 1.080
112 H -1.81540 0.97778 -0.57455  C107 1.080
113 H -1.52730 -1.48971 -1.31647  C108 1.080
114 H 0.96276 -2.29749 -0.19583  C109 1.080
115 N 0.40938 -4.74091 -1.59845  C116 1.380, C119 1.367, H120 1.010
116 C 0.04863 -4.62469 -2.92520  N115 1.380, C117 1.378, H121 1.080
117 C 1.18530 -4.73579 -3.69701  C116 1.378, C118 1.363, H122 1.080
118 C 2.24590 -4.81486 -2.84393  C117 1.363, C119 1.438, H123 1.080
119 C 1.75304 -4.97297 -1.50284  N115 1.367, C118 1.438, H124 1.080
120 H -0.28691 -4.74485 -0.86683  N115 1.010
121 H -0.99092 -4.46728 -3.17208  C116 1.080
122 H 1.34045 -4.72002 -4.76570  C117 1.080
123 H 3.26811 -4.83075 -3.19212  C118 1.080
124 H 2.23937 -5.15696 -0.55625  C119 1.080

Values from the calculation:
Lowest unoccupied orbital energy (alpha / beta) ... 1.8 / 1.7 eV
Max |F| ... 0.0868 hartree/bohr
HOMO-LUMO gap (alpha / beta) ... 0.067 / 0.307 Ha
<S²> ... 0.75
Highest occupied orbital energy (alpha / beta) ... -0.1 / -6.7 eV
Net charge ... -1
Spin multiplicity ... 2

=====

- Which of these has the lowest max |F|?
  C44H62N10O2S2